ORCA calculation (wB97M-V/def2-TZVPD) on the molecule C2H4N2O3.

Last columns: bonded neighbours and bond lengths (Å).
Atoms and positions in Å:
1 C 1.06 1.12 0.03  H4 1.120, N7 1.244, O10 1.433
2 C -1.81 -0.51 -0.21  H6 1.258, N8 1.311, O11 1.240
3 H 2.14 -1.37 -0.92  O9 0.925
4 H 0.81 2.21 0.01  C1 1.120
5 H -0.25 -1.65 0.96  N8 1.221
6 H -2.54 -1.53 -0.25  C2 1.258
7 N 1.87 0.37 -0.54  C1 1.244, O9 1.398
8 N -0.70 -0.62 0.48  C2 1.311, H5 1.221, O10 1.444
9 O 1.75 -0.98 -0.18  H3 0.925, N7 1.398
10 O 0.13 0.48 0.92  C1 1.433, N8 1.444
11 O -2.37 0.55 -0.53  C2 1.240

Results
HOMO level, eV: -9.80
Lowest unoccupied orbital energy, eV: 0.4321